DFT (ωB97M-V with the def2-TZVPD basis set) results for a 2-piece molecular cluster, C3H11N4 overall.

Atoms and positions in Å:
N1 0.988 -1.820 -0.138
N2 -2.526 0.402 0.093
N3 1.144 0.659 -1.337
N4 0.443 1.689 0.687
C1 -1.451 -0.071 -0.503
C2 1.400 -0.631 0.647
C3 0.972 0.643 -0.006
H1 -1.546 -0.214 -1.545
H2 2.431 -0.600 0.624
H3 1.086 -0.721 1.786
H4 -3.492 0.572 -0.314
H5 0.813 1.482 -1.850
H6 0.374 1.670 1.708
H7 1.472 -0.088 -1.922
H8 1.367 -2.672 0.432
H9 -0.070 -1.742 -0.120
H10 -2.627 0.535 1.139
H11 0.347 2.470 0.160

Output
Frontier orbital gap (spin up / spin down)   6.625 / 8.980 eV
2S+1   3
Net charge   +1

=====

DFT (ωB97M-V with the def2-TZVPD basis set) results for a 2-piece molecular cluster, C3H11N4O overall.

Atoms and positions in Å:
O1 -0.260 -1.124 -0.387
N1 0.181 1.177 1.789
N2 1.249 -0.828 2.220
N3 0.270 -0.167 -2.427
N4 -1.794 -1.153 -2.050
C1 1.058 0.256 1.511
C2 0.019 2.386 0.981
C3 -0.591 -0.792 -1.518
H1 0.750 -1.031 3.070
H2 -2.458 -1.434 -1.346
H3 1.682 0.386 0.641
H4 -2.187 -0.581 -2.782
H5 -0.427 2.139 0.026
H6 1.921 -1.516 1.909
H7 1.157 0.019 -1.984
H8 -0.629 3.072 1.506
H9 -0.478 1.012 2.537
H10 0.989 2.855 0.823
H11 -0.085 0.693 -2.841

Output
Frontier orbital gap   10.507 eV
Net charge   +1

=====

DFT (ωB97M-V with the def2-TZVPD basis set) results for one molecule with the formula C3H11N5.

Atoms and positions in Å:
N1 0.175 2.129 -0.763
N2 0.475 0.702 0.999
N3 0.578 -0.293 -2.188
N4 -0.377 1.016 -0.062
N5 1.225 -0.530 0.344
C1 -1.007 -1.478 -0.829
C2 0.092 -0.463 -1.005
C3 -0.258 0.210 2.164
H1 -1.542 -1.365 0.111
H2 0.453 -0.123 2.923
H3 -0.370 2.939 -0.482
H4 -0.589 -2.488 -0.877
H5 2.124 -0.207 -0.006
H6 -1.722 -1.360 -1.642
H7 -0.828 1.048 2.565
H8 -0.962 -0.599 1.945
H9 1.363 0.360 -2.173
H10 -0.001 1.974 -1.760
H11 1.172 -1.473 0.737

Output
Frontier orbital gap   8.750 eV

=====

DFT (ωB97M-V with the def2-TZVPD basis set) results for an isolated ion of composition C3H11N6 and charge +1.

Atoms and positions in Å:
N1 1.088 -1.858 0.244
N2 2.068 -0.839 0.414
N3 0.538 0.796 -0.189
N4 -2.755 -0.489 -0.564
N5 2.734 1.315 -0.289
N6 -1.671 0.351 -0.278
C1 1.751 0.421 -0.114
C2 -0.422 0.017 -0.618
C3 -2.008 1.080 0.948
H1 -3.014 1.487 0.755
H2 2.980 -1.067 0.082
H3 -0.134 -0.790 -1.433
H4 -1.242 1.855 0.895
H5 1.186 -2.297 1.144
H6 -1.880 0.483 1.911
H7 2.568 2.129 -0.837
H8 -3.263 -0.913 0.183
H9 3.662 1.040 -0.472
H10 -3.318 -0.160 -1.323
H11 1.132 -2.563 -0.459

Output
Frontier orbital gap   9.734 eV
SMILES string   C/[N+](N)=C\N=C(\N)NN
Net charge   +1

=====

DFT (ωB97M-V with the def2-TZVPD basis set) results for a 2-piece molecular cluster, C3H11NO overall.

Atoms and positions in Å:
O1 -0.537 -0.008 1.131
N1 -0.006 2.915 -2.880
C1 0.526 -0.781 1.657
C2 -0.597 -0.016 -0.281
C3 0.296 -2.286 1.601
H1 0.013 -2.644 0.625
H2 1.473 -0.493 1.183
H3 -0.449 -2.552 2.342
H4 -0.370 -0.999 -0.709
H5 1.251 -2.778 1.796
H6 -0.369 3.802 -3.208
H7 0.424 3.052 -1.975
H8 -1.611 0.250 -0.544
H9 -0.819 2.328 -2.726
H10 0.140 0.676 -0.708
H11 0.633 -0.466 2.698

Output
Frontier orbital gap   10.790 eV
SMILES string   CCOC.N

=====

DFT (ωB97M-V with the def2-TZVPD basis set) results for a 3-piece molecular cluster, C3H11NO overall.

Atoms and positions in Å:
O1 0.819 -0.440 2.011
N1 -1.404 0.591 0.658
C1 0.668 -1.197 -0.750
C2 -1.055 0.840 -0.741
C3 0.409 0.301 -0.844
H1 0.925 -0.382 2.965
H2 -1.709 0.346 -1.477
H3 -1.036 1.917 -0.962
H4 0.878 0.630 0.184
H5 0.400 -1.694 -1.679
H6 -2.257 0.057 0.693
H7 1.754 -1.355 -0.581
H8 0.204 -1.611 0.140
H9 0.896 0.727 -1.728
H10 1.088 1.023 0.952
H11 -0.579 0.250 1.159

Output
Frontier orbital gap   7.865 eV

=====

DFT (ωB97M-V with the def2-TZVPD basis set) results for a 2-piece molecular cluster, C3H11NO overall.

Atoms and positions in Å:
O1 -0.366 -2.172 -2.627
N1 1.137 -0.629 -1.601
C1 -0.974 1.542 2.437
C2 -0.485 1.388 1.011
C3 0.635 -1.977 -1.603
H1 -0.407 -1.313 -3.057
H2 0.779 -0.074 -0.846
H3 -0.563 0.379 0.617
H4 -0.531 0.733 3.034
H5 0.595 1.550 1.161
H6 -2.042 1.357 2.551
H7 1.489 -2.642 -1.721
H8 -0.583 2.434 2.919
H9 0.065 -2.186 -0.697
H10 2.069 -0.559 -1.912
H11 -0.820 2.168 0.334

Output
Frontier orbital gap   10.738 eV
SMILES string   NCO.CC

=====

DFT (ωB97M-V with the def2-TZVPD basis set) results for a 3-piece molecular cluster, C3H11NO2 overall.

Atoms and positions in Å:
O1 4.301 1.948 -1.189
O2 2.613 -0.688 -1.558
N1 -1.502 0.336 0.748
C1 -1.719 -1.093 0.819
C2 -1.920 1.030 1.718
C3 -3.115 -1.409 0.266
H1 2.945 -1.591 -1.721
H2 1.640 -0.740 -1.587
H3 -2.253 0.594 2.657
H4 4.010 2.007 -2.115
H5 4.083 1.011 -1.054
H6 -3.256 -0.908 -0.701
H7 -3.288 -2.475 0.198
H8 -0.973 -1.605 0.228
H9 -3.863 -0.984 0.951
H10 -1.759 2.108 1.674
H11 -1.710 -1.490 1.844

Output
Frontier orbital gap (spin up / spin down)   2.583 / 10.264 eV
2S+1   2
Net charge   -1

=====

| no. | maximum force (eV/A) |
| --- | --- |
| 1 | 5.78 |
| 2 | 0.88 |
| 3 | 2.17 |
| 4 | 3.04 |
| 5 | 0.75 |
| 6 | 3.05 |
| 7 | 1.88 |
| 8 | 1.19 |